Entry 1:
Here is a 14-piece molecular cluster, C53H79N9O15 overall in a non-equilibrium geometry from the OMol25 dataset. Energies are from the ωB97M-V functional and the def2-TZVPD basis.

Geometry as XYZ:
```
156
C53H79N9O15, DFT the ωB97M-V functional and the def2-TZVPD basis
N -20.030 -14.660 2.855
C -19.142 -15.231 3.672
C -18.104 -14.559 4.334
C -17.953 -13.217 4.103
C -18.769 -12.586 3.193
C -19.796 -13.327 2.587
H -19.252 -16.296 3.812
H -17.464 -15.096 5.018
H -17.113 -12.696 4.539
H -18.657 -11.527 3.008
H -20.416 -12.882 1.823
N -14.064 -12.336 1.284
C -14.390 -11.247 2.083
C -15.636 -10.602 1.902
C -16.524 -11.002 0.974
C -16.163 -12.055 0.123
C -14.931 -12.698 0.305
H -13.646 -10.872 2.770
H -15.972 -9.771 2.505
H -17.451 -10.451 0.911
H -16.733 -12.392 -0.731
H -14.636 -13.509 -0.344
C -17.758 -7.902 3.313
C -18.683 -6.782 3.778
O -18.162 -5.561 3.264
C -17.024 -5.791 2.608
O -16.377 -4.882 2.174
O -16.727 -7.118 2.688
H -18.156 -8.610 2.586
H -17.253 -8.407 4.136
H -18.718 -6.762 4.867
H -19.706 -6.984 3.461
C -12.668 -4.649 7.962
C -13.146 -4.355 9.333
O -13.678 -5.573 9.809
C -14.031 -6.298 8.809
O -14.761 -7.258 8.915
O -13.550 -5.710 7.709
H -11.583 -4.736 7.898
H -12.926 -3.785 7.349
H -13.862 -3.535 9.276
H -12.303 -3.954 9.896
C -17.395 -4.901 8.490
C -17.352 -5.941 7.383
O -16.949 -5.247 6.201
C -16.344 -4.123 6.608
O -15.651 -3.451 5.906
O -16.656 -3.862 7.929
H -16.922 -5.177 9.433
H -18.446 -4.673 8.665
H -18.386 -6.251 7.230
H -16.757 -6.790 7.721
C -17.300 -14.964 9.855
C -18.192 -14.621 8.616
O -18.932 -13.503 9.085
C -18.766 -13.267 10.347
O -19.367 -12.421 10.953
O -17.845 -14.117 10.878
H -16.231 -14.754 9.823
H -17.423 -16.015 10.116
H -18.909 -15.407 8.379
H -17.713 -14.226 7.720
C -14.131 -13.085 10.495
C -13.755 -12.845 11.963
O -13.378 -11.462 11.877
C -13.283 -10.997 10.622
O -12.965 -9.868 10.365
O -13.719 -11.958 9.769
H -15.196 -13.290 10.602
H -13.712 -13.976 10.027
H -12.893 -13.457 12.231
H -14.560 -13.031 12.674
C -12.777 -8.359 4.903
C -14.045 -7.525 4.774
C -13.809 -6.273 3.892
C -13.772 -6.618 2.430
N -13.788 -6.846 1.299
H -12.938 -9.304 5.422
H -12.064 -7.867 5.565
H -12.308 -8.669 3.970
H -14.454 -7.324 5.764
H -14.773 -8.178 4.293
H -12.885 -5.786 4.201
H -14.609 -5.553 4.063
C -22.640 -10.640 3.601
C -23.150 -9.187 3.458
C -23.065 -8.419 4.823
C -21.683 -8.344 5.423
N -20.621 -8.250 5.893
H -23.219 -11.224 2.886
H -22.991 -11.047 4.550
H -21.589 -10.897 3.466
H -24.185 -9.223 3.118
H -22.646 -8.635 2.664
H -23.656 -8.971 5.554
H -23.433 -7.393 4.847
C -14.246 -15.921 3.881
C -13.209 -15.044 4.672
C -13.819 -13.756 5.278
C -14.578 -13.793 6.481
N -15.191 -13.857 7.462
H -14.682 -15.319 3.084
H -15.069 -16.423 4.388
H -13.648 -16.677 3.373
H -12.509 -14.651 3.935
H -12.548 -15.549 5.376
H -14.462 -13.256 4.554
H -12.992 -13.085 5.510
C -18.086 -9.737 7.607
C -17.096 -10.805 8.120
C -15.676 -10.509 7.604
C -15.530 -10.557 6.118
N -15.396 -10.582 4.978
H -19.089 -10.107 7.394
H -17.769 -9.321 6.651
H -18.251 -8.930 8.320
H -17.419 -11.778 7.751
H -17.076 -10.852 9.209
H -15.032 -11.353 7.851
H -15.138 -9.644 7.990
C -23.006 -12.751 7.722
C -21.827 -12.260 7.002
C -21.495 -13.198 5.861
C -21.185 -14.600 6.294
N -20.964 -15.680 6.568
H -22.651 -13.424 8.503
H -23.728 -13.207 7.045
H -23.615 -11.949 8.138
H -20.937 -12.041 7.592
H -22.065 -11.288 6.570
H -20.655 -12.828 5.273
H -22.358 -13.291 5.201
C -17.118 -8.803 11.296
C -15.802 -8.388 11.899
C -15.718 -6.869 12.335
C -16.768 -6.393 13.220
N -17.601 -6.003 13.936
H -17.239 -8.566 10.239
H -17.925 -8.264 11.793
H -17.301 -9.869 11.434
H -14.911 -8.543 11.289
H -15.670 -8.932 12.834
H -15.692 -6.170 11.499
H -14.792 -6.763 12.900
C -21.951 -9.841 10.098
C -21.529 -9.349 11.505
C -21.427 -7.831 11.682
C -20.469 -7.269 10.749
N -19.701 -6.828 10.039
H -22.882 -9.403 9.737
H -21.882 -10.929 10.086
H -21.224 -9.583 9.328
H -20.613 -9.893 11.732
H -22.259 -9.639 12.261
H -21.123 -7.527 12.683
H -22.382 -7.334 11.509
```

Output
- Gap between HOMO and LUMO: 9.540 eV
- Total energy: -3688.2658 Ha
- Relative energy (zero: lowest compared OMol25 entry of this formula, charge and spin): 9.1 kJ/mol
- LUMO: 0.197 eV
- 2S+1: 1
- HOMO level: -9.34 eV

Entry 2:
Here is a 7-piece molecular cluster, C53H90N7O6 overall in a non-equilibrium geometry from the OMol25 dataset. Energies are from the ωB97M-V functional and the def2-TZVPD basis.

Geometry as XYZ:
```
156
C53H90N7O6, DFT the ωB97M-V functional and the def2-TZVPD basis
C 5.739 -3.721 2.207
N 5.713 -5.026 1.544
C 4.507 -5.657 1.210
C 4.501 -6.990 0.672
C 5.706 -7.652 0.614
C 6.842 -7.039 0.837
C 6.868 -5.720 1.372
C 5.816 -9.059 0.107
C 5.232 -9.391 -1.093
C 5.272 -10.765 -1.536
N 6.003 -11.679 -0.771
C 6.515 -11.345 0.442
C 6.344 -10.056 0.975
C 6.100 -13.082 -1.277
H 5.694 -4.092 3.231
H 4.906 -3.094 1.889
H 6.667 -3.173 2.039
H 3.616 -5.048 1.256
H 3.637 -7.441 0.207
H 7.769 -7.586 0.751
H 7.816 -5.271 1.629
H 4.729 -8.651 -1.698
H 4.702 -11.115 -2.384
H 7.008 -12.184 0.910
H 6.708 -9.745 1.943
H 5.063 -13.417 -1.247
H 6.647 -13.643 -0.519
H 6.298 -13.042 -2.348
C -7.323 8.554 8.790
N -6.445 7.287 8.795
C -6.144 6.701 7.588
C -5.482 5.480 7.488
C -4.946 4.885 8.640
C -5.321 5.458 9.857
C -5.970 6.759 9.950
C -4.306 3.531 8.552
C -3.197 3.421 7.713
C -2.554 2.207 7.456
N -2.962 1.113 8.125
C -4.142 1.145 8.860
C -4.814 2.326 9.038
C -2.408 -0.203 7.963
H -7.097 9.184 9.650
H -8.346 8.186 8.705
H -7.123 9.052 7.841
H -6.516 7.286 6.760
H -5.263 5.178 6.475
H -4.966 5.119 10.818
H -6.187 7.309 10.854
H -2.693 4.204 7.165
H -1.733 2.004 6.785
H -4.500 0.295 9.421
H -5.685 2.275 9.674
H -1.388 -0.082 7.598
H -3.115 -0.730 7.321
H -2.297 -0.742 8.904
C 2.775 11.551 2.427
C 1.745 11.294 3.510
C 1.367 9.707 3.340
C 0.959 9.276 1.916
N 0.556 7.813 1.650
C -0.632 7.438 2.461
C -1.231 6.266 1.753
C -1.026 6.578 0.235
C 0.003 7.705 0.164
C 1.794 6.846 1.770
H 3.047 12.590 2.618
H 2.230 11.420 1.492
H 3.577 10.820 2.321
H 0.987 12.057 3.333
H 2.022 11.481 4.548
H 0.604 9.401 4.057
H 2.325 9.223 3.527
H 1.830 9.278 1.260
H 0.125 9.876 1.554
H -0.138 7.343 3.428
H -1.346 8.261 2.444
H -0.684 5.385 2.089
H -2.240 6.098 2.131
H -0.588 5.733 -0.297
H -1.998 6.792 -0.208
H 0.886 7.569 -0.460
H -0.451 8.661 -0.094
H 1.430 5.848 1.525
H 2.183 6.784 2.786
H 2.437 7.196 0.962
C -6.059 -7.336 -0.288
C -6.023 -5.761 -0.557
C -6.567 -5.353 -1.920
C -5.622 -5.471 -3.129
N -6.056 -4.885 -4.519
C -4.783 -4.872 -5.455
C -5.149 -3.725 -6.486
C -5.523 -2.654 -5.438
C -6.341 -3.401 -4.338
C -7.311 -5.522 -5.182
H -6.108 -7.434 0.797
H -5.208 -7.799 -0.788
H -6.949 -7.852 -0.650
H -5.019 -5.351 -0.440
H -6.688 -5.237 0.130
H -7.114 -4.410 -1.890
H -7.401 -6.008 -2.174
H -5.324 -6.501 -3.329
H -4.742 -4.932 -2.780
H -4.652 -5.861 -5.895
H -3.902 -4.649 -4.855
H -5.888 -4.105 -7.191
H -4.275 -3.420 -7.061
H -6.170 -1.860 -5.811
H -4.674 -2.232 -4.900
H -7.391 -3.137 -4.210
H -5.903 -2.907 -3.471
H -7.657 -4.977 -6.061
H -8.066 -5.596 -4.400
H -6.960 -6.552 -5.239
C 7.258 -2.822 -9.677
C 6.711 -1.333 -9.647
C 6.392 -0.913 -8.206
C 5.530 0.402 -8.183
N 5.444 1.021 -6.724
C 4.827 0.257 -5.538
C 4.123 1.242 -4.637
C 4.092 2.589 -5.264
C 4.360 2.191 -6.735
C 6.798 1.533 -6.270
H 6.479 -3.462 -9.261
H 8.147 -2.860 -9.049
H 7.463 -2.967 -10.738
H 5.909 -1.358 -10.385
H 7.411 -0.601 -10.051
H 7.296 -0.805 -7.606
H 5.946 -1.693 -7.588
H 4.541 0.333 -8.636
H 5.875 1.197 -8.845
H 5.578 -0.320 -5.000
H 4.037 -0.377 -5.940
H 4.512 1.229 -3.618
H 3.145 0.764 -4.689
H 4.851 3.270 -4.879
H 3.056 2.914 -5.168
H 4.689 3.056 -7.311
H 3.494 1.725 -7.205
H 6.536 1.959 -5.302
H 6.899 2.375 -6.954
H 7.670 0.880 -6.220
O -6.457 -0.190 3.814
C -7.044 0.694 2.996
O -6.665 1.089 1.920
O -8.152 1.172 3.269
H -5.631 -0.260 3.330
O -1.866 -0.201 -0.655
C -1.183 -0.276 0.453
O -0.004 0.040 0.500
O -1.925 -0.461 1.384
H -2.661 -0.040 -0.141
```

Output
- Gap between HOMO and LUMO: 0.879 eV
- Total energy: -2906.2385 Ha
- Net charge: +5
- LUMO: -10.199 eV
- 2S+1: 1
- HOMO level: -11.08 eV

Entry 3:
Here is a 10-piece molecular cluster, C53H95BFN5O15PSi overall in a non-equilibrium geometry from the OMol25 dataset. Energies are from the ωB97M-V functional and the def2-TZVPD basis.

Geometry as XYZ:
```
172
C53H95BFN5O15PSi, DFT the ωB97M-V functional and the def2-TZVPD basis
C -3.998 -4.019 0.823
C -4.102 -2.678 1.685
C -3.394 -1.413 0.979
C -2.199 -0.770 1.778
F -1.540 -1.743 2.601
C -1.136 -0.260 0.664
C -1.887 0.566 -0.449
C -1.634 0.180 -1.901
C -2.309 0.856 -3.048
C -3.294 1.963 -2.804
C -3.555 2.366 -1.388
C -2.871 1.671 -0.236
C 0.137 0.445 1.296
C 1.193 -0.631 1.884
C 2.562 0.071 2.322
C 3.634 -1.009 2.830
C 5.075 -0.313 2.865
N 5.086 0.704 3.956
C 4.943 0.469 5.349
C 4.953 1.744 6.142
C 5.166 2.822 5.070
C 5.240 2.111 3.770
N 0.928 1.235 0.286
C 1.353 0.509 -0.641
O 1.534 -0.047 -1.678
N -0.184 1.328 2.487
C -0.443 2.740 2.108
B -1.350 3.619 3.111
O -2.665 3.966 2.649
O -0.983 4.134 4.378
C -1.254 0.736 3.287
N -0.943 0.471 4.539
P 0.611 0.807 5.339
O 1.508 -0.387 5.240
O 0.229 0.948 6.982
O 1.310 2.248 4.914
N -2.469 0.426 2.605
Si -4.002 0.579 3.460
C -4.527 -0.952 4.532
C -5.550 0.950 2.368
C -4.001 2.029 4.754
H -3.604 -3.869 -0.225
H -5.053 -4.435 0.715
H -3.391 -4.787 1.384
H -3.722 -2.895 2.720
H -5.208 -2.408 1.754
H -2.934 -1.870 0.037
H -4.149 -0.664 0.573
H -0.762 -1.214 0.158
H -0.929 -0.668 -2.123
H -2.105 0.555 -4.110
H -3.845 2.481 -3.645
H -4.282 3.190 -1.151
H -3.122 2.019 0.801
H 1.353 -1.510 1.183
H 0.803 -1.095 2.855
H 2.406 0.875 3.093
H 3.080 0.577 1.438
H 3.441 -1.362 3.886
H 3.668 -1.913 2.153
H 5.903 -1.047 3.125
H 5.342 0.154 1.863
H 4.803 -0.537 5.867
H 4.834 1.904 7.246
H 5.242 3.938 5.148
H 5.393 2.472 2.716
H 0.575 3.262 2.060
H -0.884 2.892 1.066
H -2.824 4.842 3.070
H -0.046 4.425 4.400
H -1.635 0.009 5.144
H 0.044 1.904 7.119
H 2.291 2.109 5.021
H -3.649 -1.679 4.622
H -5.434 -1.452 4.076
H -4.843 -0.625 5.578
H -6.380 1.426 2.975
H -5.312 1.687 1.530
H -5.922 0.012 1.839
H -4.438 2.926 4.208
H -2.961 2.232 5.156
H -4.746 1.772 5.571
C 2.525 -3.266 -1.435
C 1.704 -4.441 -0.969
O 0.753 -4.840 -1.612
C 2.109 -5.099 0.324
H 2.122 -2.892 -2.377
H 2.481 -2.466 -0.693
H 3.560 -3.576 -1.596
H 2.048 -4.378 1.143
H 3.125 -5.489 0.239
H 1.431 -5.927 0.535
C 1.352 4.814 -4.419
C 0.533 3.634 -3.966
O -0.422 3.243 -4.609
C 0.943 2.958 -2.683
H 0.945 5.200 -5.354
H 1.314 5.605 -3.667
H 2.386 4.505 -4.590
H 0.887 3.667 -1.853
H 1.959 2.567 -2.778
H 0.265 2.127 -2.480
C 2.940 -5.260 -4.271
C 4.256 -5.984 -4.159
O 4.675 -6.366 -3.084
C 5.032 -6.215 -5.429
H 2.496 -5.166 -3.282
H 3.100 -4.260 -4.680
H 2.257 -5.824 -4.909
H 5.284 -5.258 -5.891
H 4.443 -6.823 -6.119
H 5.956 -6.746 -5.197
C 4.314 -4.447 7.240
C 3.654 -3.308 6.511
O 4.256 -2.273 6.283
C 2.226 -3.497 6.074
H 5.339 -4.169 7.493
H 3.771 -4.660 8.163
H 4.336 -5.332 6.604
H 1.591 -3.669 6.946
H 2.156 -4.340 5.386
H 1.884 -2.597 5.563
C 2.294 6.864 -0.420
C 1.202 6.059 0.234
O 1.335 4.868 0.444
C -0.060 6.786 0.617
H 3.141 6.214 -0.640
H 1.929 7.294 -1.355
H 2.626 7.656 0.254
H -0.529 7.212 -0.272
H 0.168 7.574 1.337
H -0.758 6.083 1.077
C -7.586 2.904 -5.767
C -6.284 2.152 -5.679
O -5.856 1.750 -4.614
C -5.533 1.917 -6.963
H -8.017 2.999 -4.768
H -7.412 3.904 -6.170
H -8.289 2.359 -6.400
H -5.268 2.873 -7.418
H -6.144 1.328 -7.649
H -4.616 1.365 -6.750
C 1.738 -8.232 7.733
C 2.051 -7.708 6.356
O 2.243 -6.523 6.159
C 2.117 -8.709 5.233
H 1.723 -7.402 8.441
H 0.757 -8.711 7.734
H 2.506 -8.943 8.043
H 1.153 -9.210 5.124
H 2.901 -9.442 5.433
H 2.351 -8.193 4.301
C -2.352 -1.832 -8.423
C -2.492 -0.363 -8.725
O -3.563 0.119 -9.037
C -1.251 0.486 -8.627
H -3.323 -2.318 -8.533
H -1.649 -2.290 -9.122
H -2.006 -1.969 -7.396
H -0.499 0.130 -9.335
H -0.856 0.452 -7.609
H -1.500 1.520 -8.871
C -0.449 6.037 -8.217
C 0.987 5.686 -8.508
O 1.815 5.625 -7.621
C 1.356 5.413 -9.943
H -0.571 6.207 -7.146
H -0.724 6.949 -8.750
H -1.101 5.214 -8.517
H 1.160 6.298 -10.552
H 0.783 4.562 -10.319
H 2.419 5.174 -10.004
```

Output
- Gap between HOMO and LUMO: 5.512 eV
- Total energy: -4234.2619 Ha
- Net charge: +1
- LUMO: -3.920 eV
- 2S+1: 1
- HOMO level: -9.43 eV